1.
Computed, not measured: a molecular structure, C18H27BiO2 in a non-equilibrium geometry, with wB97M-V/def2-TZVPD.

The value obtained for the HOMO energy (alpha / beta) is 2.816 / 2.954 eV. For the HOMO-LUMO gap (alpha / beta), the calculation gives 0.08372 / 0.07883 hartree. The value obtained for the energy above the lowest of the compared OMol25 structures with the same formula, charge and spin is 0.00 kcal/mol. The value obtained for the total energy is -29032.1570 eV. The charge is -2. The value obtained for the LUMO energy (alpha / beta) is 5.094 / 5.099 eV.

The geometry in XYZ format:
```
48
Properties=species:S:1:pos:R:3:forces:R:3:nbo_charge:R:1
Bi -0.039231 0.129956 0.640188 1.69 0.20 -0.49 2.069
C 2.517167 1.064195 2.143301 0.17 -0.44 1.40 -0.384
C 2.872887 0.180161 1.096964 0.31 -0.96 0.02 -0.420
C 2.877317 0.925832 -0.102086 0.60 -0.39 -1.09 -0.338
H 3.190886 -0.882877 1.208494 -0.38 0.97 -0.13 0.206
C 2.529336 2.253961 0.203172 0.09 0.36 -0.61 -0.342
C 2.302086 2.327430 1.586702 -0.11 1.38 0.85 -0.348
H 2.057371 3.263303 2.152801 0.11 -1.04 -0.58 0.189
H 2.491499 0.800716 3.231218 -0.11 0.29 -1.10 0.191
H 3.197992 0.545140 -1.105915 -0.58 0.37 1.09 0.214
H 2.512568 3.098345 -0.512749 -0.18 -0.69 0.52 0.202
C -2.316287 1.002594 1.736453 -1.16 -0.54 0.06 -0.417
C -1.775200 2.245219 2.101656 -0.27 -0.26 2.37 -0.313
C -1.559544 2.994583 0.960545 0.46 2.00 -0.82 -0.313
H -1.609765 2.584694 3.166391 -0.02 -0.47 -1.41 0.199
C -1.969589 2.269939 -0.158997 -0.43 -0.65 -0.69 -0.302
C -2.416324 0.984516 0.296806 -0.88 0.18 0.00 -0.492
H -2.937005 0.213209 -0.305289 0.57 0.61 0.42 0.244
H -2.732523 0.209847 2.403374 0.63 0.76 -0.59 0.217
H -1.173192 4.049908 0.927830 -0.31 -1.32 0.08 0.204
H -2.043611 2.625885 -1.206214 0.40 -0.39 0.88 0.226
O 0.137129 -0.613359 -1.191690 0.60 -1.20 -1.55 -1.088
C -0.065153 0.114031 -3.529689 0.74 -2.05 -0.18 -0.295
C 0.610512 -1.284943 -3.504700 -1.16 3.11 0.22 -0.558
C 0.761993 1.339375 -3.371808 -0.63 -0.87 -0.36 -0.629
C -1.559000 0.129938 -3.545070 1.40 -0.08 -0.02 -0.639
C 0.636437 -1.731546 -2.035345 -0.46 0.53 1.70 -0.080
H 1.620154 -1.200635 -3.932854 0.16 -0.16 0.16 0.166
H 0.028488 -1.957134 -4.145180 -0.11 -0.47 0.05 0.156
H -0.019109 -2.602301 -1.841869 0.21 0.24 -0.07 0.154
H 1.652808 -1.994674 -1.682538 -0.25 0.07 -0.10 0.148
H 0.857612 1.736216 -4.396410 0.61 1.09 -0.25 0.127
H 1.763785 1.155358 -2.955208 -0.26 0.04 -0.12 0.193
H 0.275332 2.095950 -2.741173 0.06 0.13 0.04 0.179
H -1.822231 -0.004654 -4.604487 -1.16 -0.03 -0.58 0.120
H -1.955396 1.080651 -3.181724 -0.15 0.11 -0.07 0.179
H -2.041107 -0.677893 -2.966529 0.08 0.16 -0.03 0.170
C 0.312921 -1.955915 3.316479 -0.09 -0.02 0.22 -0.635
C -0.355462 -2.671295 2.156008 0.07 -0.02 -1.19 0.109
C -1.763667 -3.163061 2.438971 -0.24 0.03 0.39 -0.616
O -0.389116 -1.920643 0.968789 -0.10 -0.45 1.14 -0.995
H -0.215280 -1.024204 3.564321 0.08 -0.11 -0.03 0.206
H 1.356989 -1.719227 3.080010 -0.22 0.05 -0.04 0.227
H 0.302991 -2.603717 4.198757 0.02 0.07 0.10 0.186
H 0.254448 -3.561110 1.916883 0.02 -0.06 0.22 0.140
H -2.414890 -2.327320 2.727078 0.09 -0.07 -0.05 0.194
H -2.188252 -3.629566 1.543674 0.16 0.11 0.11 0.215
H -1.759769 -3.894885 3.250672 -0.10 -0.10 0.12 0.173
```
Positions in Å, forces in eV/Å.

---

2.
Computed, not measured: a molecular structure, C18H27BrF6IrN5O6S4Si, with wB97M-V/def2-TZVPD.

The value obtained for the HOMO energy is -8.819 eV. For the HOMO-LUMO gap, the calculation gives 0.31457 hartree. The value obtained for the energy above the lowest of the compared OMol25 structures with the same formula, charge and spin is 11.77 kcal/mol. The value obtained for the total energy is -179245.8600 eV. The value obtained for the LUMO energy is -0.259 eV.

The geometry in XYZ format:
```
69
Properties=species:S:1:pos:R:3:forces:R:3:nbo_charge:R:1
Ir 0.145426 -0.602032 0.083741 -0.53 0.53 0.27 0.854
C -0.035189 2.543437 4.126083 0.01 0.00 -0.01 -0.671
C 1.072518 2.096634 3.253641 0.00 0.00 0.01 0.388
N 2.294710 2.507745 3.279209 -0.05 0.04 0.02 -0.226
N 2.907597 1.859167 2.239083 0.01 0.03 -0.06 -0.354
C 2.084574 1.063767 1.561694 -0.20 -0.17 0.05 0.245
S 2.286651 0.066542 0.210910 0.65 0.11 -0.02 0.140
N 0.916772 1.173798 2.235701 0.06 0.06 0.05 -0.233
N -0.249960 0.524477 1.796269 -0.28 0.34 0.06 -0.582
H 0.341501 3.304724 4.803227 0.00 0.00 0.00 0.266
H -0.443394 1.717472 4.710653 0.00 0.00 0.00 0.232
H -0.831276 2.976947 3.517378 0.00 0.02 0.00 0.253
H 3.853153 2.096703 1.994423 0.02 -0.03 -0.01 0.438
H -0.941013 1.234621 1.496073 0.15 -0.05 0.09 0.447
H -0.624118 -0.034011 2.563906 0.02 -0.03 -0.03 0.412
C -3.812381 -0.023623 0.740934 0.01 0.02 0.04 -0.735
S -2.491374 -1.240349 0.869100 0.43 -0.11 -0.54 0.251
C -3.094321 -2.443397 -0.325647 -0.04 -0.11 0.07 -0.732
H -3.860206 0.397002 -0.254276 0.03 0.06 -0.18 0.244
H -3.621070 0.776875 1.451881 0.02 0.01 -0.02 0.233
H -4.753596 -0.509518 0.994737 0.02 -0.04 0.02 0.224
H -4.043733 -2.851951 0.017893 0.01 0.01 0.02 0.217
H -2.353115 -3.236760 -0.395147 0.00 0.02 0.02 0.246
H -3.184987 -1.970448 -1.297938 0.01 0.03 -0.01 0.261
Br -1.348300 -2.514779 -7.648756 0.00 0.00 -0.01 0.052
C -0.093771 -2.173240 -6.269722 0.01 0.02 0.04 -0.093
C 1.259958 -2.180375 -6.565863 0.01 -0.01 -0.02 -0.215
C 2.175139 -1.930987 -5.553041 0.00 0.00 0.00 -0.209
C 1.740384 -1.683389 -4.260439 -0.01 -0.04 -0.03 -0.185
C 0.379167 -1.677764 -3.981651 0.05 -0.05 -0.06 -0.080
C -0.547333 -1.919023 -4.989103 0.01 0.01 -0.03 -0.211
C -0.125513 -1.403784 -2.603835 -0.16 0.06 0.36 0.759
O 0.788403 -1.403918 -1.673420 -0.56 -0.17 -0.22 -0.729
O -1.315116 -1.198996 -2.381265 0.24 -0.14 -0.15 -0.687
H 1.592213 -2.376454 -7.575875 0.00 0.00 0.00 0.226
H 3.232958 -1.930609 -5.780366 0.00 0.00 0.00 0.219
H 2.443990 -1.489962 -3.463085 0.00 0.00 -0.01 0.231
H -1.602728 -1.899753 -4.757136 0.00 0.00 0.01 0.247
C 2.988456 -3.361767 -0.348134 0.00 0.01 0.01 -1.123
Si 1.348570 -3.737797 0.476032 0.01 -0.03 -0.16 1.652
C 1.650000 -4.999883 1.839175 -0.01 0.04 0.00 -1.111
C 0.153202 -4.494470 -0.761108 -0.02 -0.01 0.05 -1.119
C 0.546915 -2.236760 1.272295 0.01 0.09 -0.10 -1.075
H 3.418740 -4.282427 -0.751037 0.01 -0.01 0.02 0.236
H 3.703588 -2.940963 0.362397 0.01 0.00 0.00 0.233
H 2.869200 -2.659114 -1.173522 -0.02 -0.01 0.02 0.248
H 1.988426 -5.954298 1.429151 0.00 0.01 -0.01 0.236
H 0.736065 -5.188262 2.407733 0.00 -0.01 0.00 0.230
H 2.413365 -4.651496 2.538973 -0.01 0.00 0.01 0.231
H 0.648788 -5.253022 -1.371416 0.00 -0.01 0.01 0.241
H -0.261482 -3.744360 -1.435623 0.02 -0.03 0.00 0.238
H -0.676482 -4.984554 -0.243233 0.01 -0.01 0.00 0.226
H 1.168471 -1.901637 2.116544 0.02 -0.11 0.04 0.198
H -0.392659 -2.605412 1.709413 0.02 0.05 0.09 0.204
F -1.239508 2.404839 -3.696721 0.09 0.03 -0.13 -0.295
C -2.051181 2.361714 -2.655206 -0.03 -0.14 0.08 0.748
F -2.916730 3.366027 -2.719390 -0.03 0.05 0.00 -0.302
F -2.720758 1.213769 -2.672555 -0.04 0.04 0.11 -0.301
S -1.079134 2.468807 -1.089521 -0.43 -0.27 0.32 2.260
O -0.077179 1.413113 -1.155424 -0.07 -0.22 -0.05 -0.966
O -2.038663 2.312380 -0.007632 0.33 -0.06 -0.11 -0.978
N -0.501129 3.890103 -1.298394 0.23 0.24 0.13 -1.215
S 0.356754 4.602142 -0.169671 -0.26 0.11 -0.37 2.270
O 1.325732 5.464500 -0.755397 0.05 0.01 0.06 -0.896
O 0.730530 3.708787 0.895714 0.11 -0.19 0.23 -0.993
C -0.883106 5.733390 0.604437 -0.03 -0.06 0.02 0.715
F -1.732761 5.038464 1.370330 0.02 0.01 -0.04 -0.320
F -1.579829 6.385738 -0.317459 0.03 0.02 0.00 -0.302
F -0.248243 6.614448 1.374937 0.01 0.02 0.05 -0.310
```
Positions in Å, forces in eV/Å.

---

3.
Computed, not measured: a molecular structure, C18H27ClN2O4STc in a non-equilibrium geometry, with wB97M-V/def2-TZVPD.

The value obtained for the HOMO energy (alpha / beta) is 0.594 / 0.789 eV. The expectation value of S² is 3.7704. For the HOMO-LUMO gap (alpha / beta), the calculation gives 0.14829 / 0.14090 hartree. As for the spin multiplicity: 4. The value obtained for the total energy is -55827.7945 eV. The charge is -2. The value obtained for the LUMO energy (alpha / beta) is 4.629 / 4.623 eV.

The geometry in XYZ format:
```
54
Properties=species:S:1:pos:R:3:forces:R:3:nbo_charge:R:1
Tc -1.490115 -1.254948 -2.337175 1.31 -0.63 -2.63 0.709
Cl -2.760482 -3.364183 -1.988264 -0.82 -2.43 1.37 -0.283
C 0.060075 0.186525 -2.994637 -1.10 -0.50 -0.49 -0.192
C 0.326824 0.301747 -4.373552 0.91 1.16 -0.10 -0.286
C 1.238043 1.268439 -4.875898 -0.41 -0.65 0.44 -0.251
C 1.942863 2.117221 -4.011517 -0.41 -0.33 0.13 -0.113
C 1.724449 2.001687 -2.630290 -0.62 -0.76 -0.46 -0.238
C 0.803931 1.040603 -2.151682 0.52 0.55 -0.15 -0.276
H -0.195687 -0.353509 -5.070522 0.04 0.24 -0.01 0.180
H 1.393814 1.364432 -5.957450 0.01 -0.05 0.22 0.166
H 2.252822 2.676009 -1.943432 -0.16 -0.29 -0.15 0.174
H 0.636986 0.967746 -1.083520 0.05 0.06 -0.14 0.247
C 2.882511 3.136235 -4.582854 -0.07 -0.07 -0.06 -0.612
H 3.407054 3.656243 -3.783670 0.13 0.12 0.00 0.194
H 2.333377 3.867165 -5.180121 0.07 0.18 -0.05 0.189
H 3.610652 2.655135 -5.239841 0.15 0.11 -0.02 0.190
C -4.506620 -2.652573 -5.343312 -0.26 -0.89 -0.82 -0.125
N -4.176505 -2.157068 -4.099972 -0.20 -0.09 -0.24 -0.472
H -3.460110 -4.094004 -6.653658 -0.46 0.20 0.21 0.199
N -2.570598 -3.577336 -4.778317 0.33 0.12 -0.06 -0.475
H -5.438354 -2.392608 -5.821111 0.23 -0.30 -0.11 0.199
C -4.941848 -1.047937 -3.457749 0.55 -0.42 -0.16 0.137
C -6.115573 -0.668042 -4.358161 -0.38 0.26 -0.32 -0.611
C -5.565701 -1.450303 -2.127468 -0.33 -0.05 0.47 -0.617
H -6.847995 -1.487030 -4.413621 0.20 0.13 -0.08 0.199
H -6.635816 0.182372 -3.899855 0.16 -0.12 -0.08 0.207
H -5.826893 -0.376059 -5.380356 0.01 -0.06 0.36 0.206
H -4.690943 0.964465 -2.804773 0.14 -0.13 -0.20 0.194
H -3.597154 0.509512 -4.150758 -0.02 -0.11 0.35 0.217
H -4.837101 -1.628618 -1.334666 0.09 -0.07 -0.20 0.271
C -4.063085 0.155842 -3.217719 0.34 0.92 0.15 -0.608
H -6.202308 -2.328741 -2.258258 0.11 -0.11 0.06 0.193
H -6.221769 -0.622323 -1.803754 0.22 -0.22 -0.04 0.182
H -3.283145 -0.011720 -2.435031 -0.48 0.02 -0.57 0.246
C -3.540365 -3.511699 -5.748285 -1.24 0.18 -0.45 -0.118
C -1.138461 -5.504874 -4.085027 0.20 -0.49 -0.01 -0.616
H -1.983542 -6.187357 -4.208347 -0.05 0.06 0.12 0.197
H -0.228804 -6.055364 -4.375018 -0.14 0.10 0.09 0.182
C -1.281337 -4.309629 -5.017609 -0.84 0.85 0.22 0.142
H 0.805143 -3.929609 -5.149585 -0.28 0.29 0.20 0.185
C -1.288280 -4.811869 -6.464287 0.35 -0.35 -0.47 -0.615
H -1.426656 -4.012465 -7.207484 0.06 -0.11 0.34 0.212
H -1.046103 -5.220622 -3.034440 -0.15 0.10 -0.20 0.256
H 0.037151 -3.073564 -3.770802 -0.20 0.05 -0.62 0.257
H -2.047193 -5.584239 -6.647410 0.05 0.17 0.14 0.198
H -0.322867 -5.286219 -6.685003 -0.09 0.12 0.17 0.204
C -0.104066 -3.380057 -4.827162 0.81 0.19 -0.15 -0.615
H -0.212045 -2.498610 -5.483329 0.09 -0.24 0.49 0.218
C -2.870486 -2.593300 -3.798984 1.64 2.50 0.16 0.121
O -0.563151 0.309520 0.378560 -0.15 -0.27 1.24 -1.019
S -0.950363 -1.092307 0.309344 -0.83 -1.80 -2.92 2.512
O -0.794489 -1.925948 1.498513 -0.22 0.94 -0.32 -1.002
O -2.377489 -1.201135 -0.364688 1.36 0.95 2.84 -1.049
O -0.139868 -1.753871 -0.903039 -0.23 0.98 2.51 -0.991
```
Positions in Å, forces in eV/Å.

---

4.
Computed, not measured: a molecular structure, C18H27CrN3S2 in a non-equilibrium geometry, with wB97M-V/def2-TZVPD.

The value obtained for the HOMO energy (alpha / beta) is -13.053 / -15.293 eV. The expectation value of S² is 6.0178. For the HOMO-LUMO gap (alpha / beta), the calculation gives 0.23632 / 0.30539 hartree. As for the spin multiplicity: 5. The value obtained for the energy above the lowest of the compared OMol25 structures with the same formula, charge and spin is 6.63 kcal/mol. The value obtained for the total energy is -73652.6413 eV. The charge is +2. The value obtained for the LUMO energy (alpha / beta) is -6.622 / -6.983 eV.

The geometry in XYZ format:
```
51
Properties=species:S:1:pos:R:3:forces:R:3:nbo_charge:R:1
Cr 0.276459 0.220925 -0.005995 1.42 -0.09 -0.29 1.056
S -0.037131 -2.346983 -0.253225 0.48 -0.96 -0.42 0.236
S -0.179643 2.511809 -0.447240 0.32 1.61 -0.56 0.233
C 1.502962 -3.316483 -0.212447 -0.32 -0.30 0.00 -0.722
C -0.404933 -2.376990 -2.044078 0.01 -0.15 0.09 -0.525
C 0.198775 -1.209727 -2.808822 0.05 0.08 -0.13 -0.230
N -0.191976 0.061957 -2.148958 -0.31 -0.10 -0.22 -0.663
C 0.186242 1.271831 -2.923296 0.04 -0.15 0.01 -0.227
C -0.450422 2.482744 -2.265308 0.00 0.20 0.24 -0.518
H -1.500547 -2.370436 -2.137001 0.32 -0.13 -0.04 0.239
H -0.024739 -3.329691 -2.427783 -0.24 0.17 -0.02 0.267
H -0.163427 -1.216056 -3.850825 0.11 -0.05 0.28 0.229
H 1.294214 -1.265490 -2.839797 -0.34 -0.08 0.02 0.208
H -0.175215 1.178217 -3.959310 0.18 0.08 0.21 0.233
H 1.281467 1.353095 -2.948832 -0.29 0.02 0.01 0.205
H -1.540287 2.469308 -2.409228 0.28 0.09 0.06 0.246
H -0.060251 3.419401 -2.673795 -0.16 -0.14 0.01 0.270
C 1.478745 3.293192 -0.319451 -0.33 0.24 -0.17 -0.704
H -1.221926 0.057970 -2.128795 0.52 0.00 -0.17 0.393
H 2.201300 2.839501 -1.008472 -0.24 0.07 0.19 0.223
H 1.823771 3.172094 0.714047 -0.13 0.02 -0.29 0.239
H 1.341242 4.359383 -0.539466 0.22 -0.31 0.07 0.258
H 1.887776 -3.266176 0.810489 -0.11 -0.07 -0.19 0.241
H 2.268106 -2.957622 -0.907704 -0.25 0.03 0.09 0.222
H 1.216463 -4.348854 -0.445847 0.32 0.21 0.09 0.255
C -2.102151 -0.089099 -0.102541 -1.01 0.09 3.43 -0.451
C -1.571872 -0.109889 1.193353 -2.82 -0.47 -1.22 -0.471
H -2.490016 -1.000793 -0.570794 0.80 0.15 -0.05 0.241
H -2.571751 0.840739 -0.448461 0.40 -0.24 0.02 0.228
H -1.372705 -1.052203 1.723247 -0.02 0.40 -0.44 0.240
H -1.709031 0.754010 1.848412 0.39 -0.04 -0.51 0.229
C 1.168161 1.843083 4.050068 -0.22 -0.04 -0.14 -0.212
C 2.248033 1.046765 4.437869 -0.31 0.01 -0.25 -0.107
C 2.778580 0.152151 3.514402 -0.17 -0.19 -0.66 -0.186
C 2.224933 0.083253 2.227387 -1.02 0.81 0.97 0.157
N 1.056729 0.732249 1.931650 0.52 -0.03 0.13 -0.517
C 0.556602 1.616831 2.818967 0.46 -0.53 0.04 0.065
C 2.924020 -0.482459 1.075884 0.65 -0.43 -1.76 0.164
C 4.166105 -1.129324 1.153943 -0.52 0.19 0.08 -0.191
C 4.891629 -1.362600 -0.013921 -0.38 0.09 0.02 -0.118
C 4.379427 -0.896511 -1.225764 -0.18 0.08 -0.21 -0.212
C 3.109839 -0.320275 -1.266113 0.27 -0.28 1.25 0.047
N 2.371237 -0.177163 -0.143266 1.07 0.16 0.20 -0.523
H 0.759977 2.619223 4.690659 0.11 -0.22 0.03 0.260
H 2.665524 1.131929 5.437849 -0.01 0.02 -0.22 0.261
H 3.624709 -0.493752 3.736696 -0.11 0.39 0.18 0.244
H -0.353352 2.145002 2.520668 0.39 -0.12 0.18 0.218
H 4.528667 -1.422616 2.139399 0.15 0.04 -0.44 0.245
H 5.845600 -1.883307 0.020578 -0.15 0.18 0.01 0.260
H 4.941029 -0.978506 -2.151760 0.00 -0.05 0.20 0.256
H 2.682251 0.067842 -2.189674 0.15 -0.26 0.27 0.207
```
Positions in Å, forces in eV/Å.